Here is a cluster of 5 separate species, C3H12O7 in total at a distorted geometry from the Open Molecules 2025 dataset. Energies are from wB97M-V/def2-TZVPD.

XYZ file:
```
22
Properties=species:S:1:pos:R:3:nbo_charge:R:1
O 6.402 -2.168 -1.283 -0.938
O 2.457 0.523 -0.899 -0.942
O -0.876 1.609 -4.172 -0.937
O 3.226 2.348 3.494 -0.938
O -2.107 -1.522 0.768 -0.473
O -4.127 -1.446 0.008 -0.478
O -2.850 -3.258 -0.574 -0.593
C -2.710 -0.385 1.406 -0.102
C -4.176 -0.605 1.133 -0.102
C -2.994 -2.130 -0.010 0.967
H 4.173 2.325 3.357 0.470
H 2.309 0.794 0.007 0.470
H -1.672 1.812 -4.663 0.469
H -0.182 2.081 -4.632 0.468
H 3.069 3.176 3.948 0.468
H 6.866 -1.689 -1.969 0.465
H -2.349 0.589 1.077 0.188
H -4.677 0.342 0.932 0.201
H 5.655 -1.610 -1.064 0.472
H 1.608 0.641 -1.326 0.472
H -4.667 -1.015 2.016 0.188
H -2.379 -0.411 2.444 0.202
```

Output
SMILES ... O=C1OCCO1.O.O.O.O
HOMO-LUMO gap ... 0.405 hartree
F_max ... 0.107 hartree/bohr
E_HOMO ... -10.65 eV



Here is a structure of composition C46H28AgN7 from the Open Molecules 2025 dataset. Energies are from wB97M-V/def2-TZVPD.

XYZ file:
```
82
Properties=species:S:1:pos:R:3:mulliken_charge:R:1
Ag 0.056 -0.356 -0.266 -0.300
N -0.201 -1.604 -2.202 0.259
N -1.894 0.842 0.574 -0.459
N -3.574 2.175 1.809 -0.657
N 1.913 -0.103 1.121 0.190
N -5.934 2.406 1.077 -0.629
N 1.634 0.703 -1.689 -0.387
N 0.395 -2.575 0.543 -0.597
C 5.847 4.282 -0.100 -0.731
C -4.817 2.259 1.370 0.528
C -0.346 -2.204 -4.407 -0.986
C -0.758 0.576 -5.845 -0.128
C 3.041 -0.030 3.120 -1.165
C 3.819 3.018 0.306 -0.288
C 2.181 -3.582 4.417 -0.236
C 0.505 0.423 -5.269 -0.203
C 2.744 0.960 1.116 0.212
C -1.872 -7.391 -1.532 -0.753
C 5.465 5.229 0.840 -0.348
C -0.765 -3.264 -3.673 -1.032
C -0.110 -3.930 2.323 -1.160
C -0.420 -3.576 0.123 0.164
C -3.652 -6.029 -2.378 -0.795
C 4.261 5.072 1.513 -0.777
C -0.759 -4.434 1.249 -1.065
C 2.422 1.706 -1.265 0.233
C 5.033 3.189 -0.361 -0.230
C -2.922 -4.889 -2.078 -0.190
C 3.448 3.980 1.247 -0.164
C -2.726 1.449 1.112 0.393
C 1.945 -3.145 6.772 -0.369
C 2.946 1.840 0.046 1.370
C 2.356 -3.974 5.736 -0.749
C -3.132 -7.287 -2.105 -0.350
C -1.143 -6.249 -1.234 -0.290
C 1.370 0.915 -3.005 0.149
C 1.486 0.915 -7.430 -0.765
C 1.414 -1.925 2.685 1.262
C 0.224 1.071 -7.987 -0.339
C 1.591 -2.358 4.099 -0.199
C 2.054 -0.739 2.305 0.348
C 1.993 2.162 -3.427 -1.145
C -1.656 -4.977 -1.495 -0.110
C 2.653 2.646 -2.351 -1.124
C 0.617 -2.756 1.857 0.294
C 0.023 -1.169 -3.461 0.018
C -0.898 0.899 -7.187 -0.801
C 0.629 0.057 -3.830 1.368
C 1.355 -1.925 6.472 -0.757
C 1.178 -1.538 5.151 -0.228
C 1.622 0.592 -6.088 -0.249
C 3.465 1.020 2.387 -1.217
C -0.650 -2.875 -2.283 0.085
C -0.883 -3.744 -1.190 1.386
H 0.707 -0.592 4.915 0.504
H -1.071 -4.232 -4.041 0.424
H 2.505 3.859 1.765 0.492
H -0.154 -6.332 -0.800 0.493
H -3.329 -3.907 -2.282 0.502
H 2.082 -3.448 7.803 0.363
H -1.889 1.018 -7.609 0.368
H -1.630 0.444 -5.218 0.494
H -4.636 -5.933 -2.822 0.366
H -0.246 -2.152 -5.480 0.417
H 2.369 1.035 -8.047 0.351
H 0.115 1.322 -9.035 0.364
H 3.390 -0.321 4.098 0.416
H 6.100 6.082 1.047 0.359
H 2.510 -4.225 3.609 0.477
H 1.925 2.617 -4.402 0.460
H -3.703 -8.178 -2.339 0.361
H -1.450 -8.368 -1.323 0.356
H 2.821 -4.928 5.956 0.356
H 6.787 4.390 -0.629 0.355
H -1.424 -5.283 1.233 0.474
H 1.022 -1.272 7.270 0.366
H 3.221 3.561 -2.295 0.431
H 5.335 2.444 -1.087 0.474
H -0.153 -4.296 3.337 0.424
H 3.950 5.807 2.246 0.367
H 4.219 1.741 2.662 0.398
H 2.607 0.455 -5.658 0.498
```

Output
HOMO-LUMO gap (spin up / spin down) ... 0.194 / 0.194 hartree
F_max ... 0.016 hartree/bohr
E_HOMO (spin up / spin down) ... -1.34 / -1.34 eV
Total charge ... -2



Here is a structure of composition C4H6FO2Si at a distorted geometry from the Open Molecules 2025 dataset. Energies are from wB97M-V/def2-TZVPD.

XYZ file:
```
14
Properties=species:S:1:pos:R:3:nbo_charge:R:1
Si 0.310 0.339 -1.857 1.123
F -1.371 1.076 1.784 -0.411
O 1.546 1.071 -0.954 -0.803
O 2.060 0.744 1.174 -0.633
C -0.649 -1.329 1.762 -0.399
C -1.110 -0.104 0.990 0.116
C 0.011 -0.052 0.066 -0.436
C 1.281 0.553 0.264 0.689
H 0.840 -1.003 -2.298 -0.235
H -0.332 -2.104 1.076 0.203
H -2.256 -0.185 0.651 0.160
H -0.924 1.079 -2.024 -0.231
H 0.659 0.950 -3.154 -0.319
H -0.065 -1.035 2.519 0.177
```

Output
Energy above the lowest of the compared OMol25 structures with the same formula, charge and spin ... 57.8 kcal per mole
HOMO-LUMO gap (spin up / spin down) ... 0.275 / 0.270 hartree
F_max ... 0.089 hartree/bohr
E_HOMO (spin up / spin down) ... -4.18 / -4.08 eV
Total charge ... -1



Here is a cluster of 13 separate species, C60H92N4O35 in total at a distorted geometry from the Open Molecules 2025 dataset. Energies are from wB97M-V/def2-TZVPD.

XYZ file:
```
191
Properties=species:S:1:pos:R:3:lowdin_spin:R:1
O 3.695 3.702 33.878 0.000
O 5.530 4.357 28.540 0.000
O 2.343 2.029 34.061 0.000
O 8.463 -1.280 36.194 0.000
O 13.280 4.456 31.859 0.000
O 11.210 5.422 39.256 0.001
O 2.560 7.436 36.270 0.000
O 5.899 2.491 29.879 0.000
O 7.191 -0.547 30.815 0.000
O 8.045 0.783 36.631 0.000
O 10.684 10.345 37.921 -0.013
O 7.340 6.739 40.093 0.002
O 3.736 3.206 29.123 0.000
O 8.099 4.570 32.111 0.000
O 2.533 8.666 30.929 0.000
O 2.282 6.488 31.712 0.000
O 7.516 -2.220 32.321 0.000
O 8.179 14.961 34.008 0.000
O 6.282 -0.822 36.556 0.000
O 12.811 4.553 40.622 0.002
O 10.706 5.096 41.269 0.000
O 4.583 6.582 36.825 0.000
O 8.817 9.479 38.684 0.077
O 8.683 12.986 32.836 0.000
O 7.078 3.902 33.867 0.000
O 8.179 13.131 35.116 0.000
O 5.859 6.731 41.832 0.000
O 13.028 -2.165 33.872 0.000
O 13.957 6.630 32.015 0.000
O 12.257 6.190 30.710 0.000
O 3.676 8.339 37.868 0.000
O 6.559 4.727 41.001 0.000
O 10.942 -2.481 34.032 0.000
O 4.219 7.611 31.970 0.000
O 6.546 -0.522 33.091 0.000
N 7.745 4.703 33.300 0.000
N 11.887 -1.729 33.844 0.000
N 3.172 2.819 34.516 0.000
N 10.000 9.762 38.767 0.013
C 12.019 5.189 38.067 0.000
C 8.577 11.832 35.398 0.000
C 11.406 5.341 30.039 0.000
C 7.293 1.939 36.546 0.000
C 8.132 -2.670 36.001 0.000
C 10.332 0.153 33.517 0.000
C 8.234 5.941 33.996 0.000
C 5.128 3.283 29.278 0.000
C 3.291 1.400 38.059 0.000
C 10.392 6.249 29.362 0.000
C 7.121 -1.072 31.942 0.000
C 8.418 -4.325 32.094 0.000
C 1.129 6.123 29.515 0.000
C 3.029 1.460 36.659 0.000
C 12.362 2.005 33.552 0.000
C 10.646 8.826 42.397 0.009
C 3.604 5.691 41.862 0.000
C 9.156 8.283 35.297 0.000
C 1.057 6.341 31.087 0.000
C 11.657 -0.299 33.669 0.000
C 8.296 13.628 33.842 0.000
C 2.974 7.660 31.496 0.000
C 4.335 3.556 36.619 0.000
C 6.565 5.959 41.034 0.000
C 12.691 0.648 33.631 0.000
C 13.183 5.619 31.573 0.000
C 2.311 6.777 35.063 0.000
C 12.087 9.148 40.010 -0.009
C 9.742 7.926 34.098 0.000
C 8.179 3.107 36.893 0.000
C 4.870 6.497 32.438 0.000
C 8.415 15.841 32.965 0.000
C 0.805 6.436 35.131 0.000
C 3.442 2.634 35.979 0.000
C 7.477 -0.468 36.489 0.000
C 8.104 7.520 35.817 0.000
C 6.937 4.552 28.461 0.000
C 9.282 6.759 33.474 0.000
C 4.014 2.368 38.709 0.000
C 10.046 1.500 33.469 0.000
C 8.202 6.128 39.132 0.000
C 11.998 8.530 42.351 0.223
C 11.029 2.409 33.482 0.000
C 11.794 6.339 37.046 0.000
C 9.924 9.089 41.235 0.204
C 12.719 8.700 41.154 0.202
C 1.817 1.798 29.166 0.000
C 3.673 7.374 36.967 0.000
C 10.868 4.644 42.585 0.000
C 13.617 8.011 32.087 0.000
C 4.813 8.503 38.655 0.000
C 3.161 2.111 29.740 0.000
C 7.991 -3.107 31.319 0.000
C 4.872 6.081 42.735 0.000
C 6.044 0.811 33.116 0.000
C 4.578 3.473 37.980 0.000
C 10.671 9.316 40.012 0.270
C 11.659 4.945 40.412 0.000
C 7.782 11.562 36.645 0.001
C 7.634 6.337 35.157 0.000
H 13.758 8.420 41.234 0.007
H 1.928 1.741 28.084 0.000
H 3.090 2.332 30.805 0.000
H 5.064 4.291 38.491 0.000
H 10.816 6.762 28.498 0.000
H 9.604 -0.639 33.414 0.000
H 4.835 7.751 39.443 0.000
H 6.996 5.417 27.801 0.000
H 10.721 6.444 36.888 0.000
H 2.756 5.314 42.434 0.000
H 7.522 -4.760 32.538 0.000
H 7.752 10.477 36.748 0.000
H 7.508 5.840 38.342 0.000
H 6.828 1.432 32.683 0.000
H 1.453 0.817 29.472 0.000
H 3.072 6.003 34.962 0.000
H 8.793 -5.073 31.396 0.000
H 10.838 4.722 30.733 0.000
H 4.820 9.469 39.160 0.000
H 5.695 8.471 38.015 0.000
H 2.474 0.698 36.132 0.000
H 5.142 0.807 32.505 0.000
H 11.800 4.959 43.055 0.000
H 5.338 5.202 43.180 0.000
H 12.462 8.192 43.265 0.008
H 8.712 6.957 38.642 0.000
H 8.658 3.048 37.870 0.000
H 8.429 11.157 34.555 0.000
H 7.651 7.924 36.710 0.000
H 9.053 -3.250 36.062 0.000
H 8.766 -2.639 30.711 0.000
H 4.227 2.231 39.758 0.000
H 14.040 8.536 32.942 0.000
H 1.007 2.510 29.328 0.000
H 2.085 5.664 29.261 0.000
H 6.794 12.011 36.540 0.000
H 6.777 5.808 35.548 0.000
H 12.636 9.143 39.080 -0.004
H 2.926 0.531 38.585 0.000
H 6.691 2.003 35.641 0.000
H 7.370 4.927 29.388 0.000
H 9.745 6.523 32.527 0.000
H 0.362 7.136 31.360 0.000
H 0.602 5.449 31.518 0.000
H 8.918 3.236 36.102 0.000
H 4.740 4.329 35.983 0.000
H 13.053 5.132 38.405 0.000
H 7.597 -3.006 36.890 0.000
H 13.048 2.839 33.566 0.000
H 4.637 6.793 43.527 0.000
H 0.380 6.195 34.156 0.000
H 4.135 5.947 33.025 0.000
H 11.981 4.715 29.357 0.000
H 8.859 9.211 41.097 0.006
H 0.265 7.307 35.500 0.000
H 7.452 -2.948 35.196 0.000
H 9.236 -4.115 32.783 0.000
H 5.682 1.159 34.084 0.000
H 3.367 6.439 41.106 0.000
H 9.597 11.746 35.775 0.000
H 3.881 4.819 41.268 0.000
H 6.507 1.906 37.300 0.000
H 8.871 15.319 32.124 0.000
H 8.845 5.321 39.484 0.000
H 7.149 -3.270 30.646 0.000
H 12.536 8.146 32.131 0.000
H 1.047 7.084 29.006 0.000
H 9.091 16.691 33.060 0.000
H 7.420 16.119 32.617 0.000
H 3.760 1.213 29.589 0.000
H 13.903 8.583 31.204 0.000
H 0.704 5.662 35.891 0.000
H 13.726 0.393 33.803 0.000
H 9.561 9.156 35.787 0.000
H 9.707 5.637 28.774 0.000
H 7.544 3.992 36.849 0.000
H 10.036 5.008 43.188 0.000
H 5.203 5.803 31.666 0.000
H 9.026 1.806 33.288 0.000
H 10.196 8.649 43.363 -0.003
H 0.194 5.609 29.294 0.000
H 11.839 4.200 37.643 0.000
H 12.279 6.170 36.085 0.000
H 2.608 7.413 34.228 0.000
H 9.793 6.896 30.003 0.000
H 8.409 11.903 37.469 0.000
H 10.560 8.514 33.707 0.000
H 10.620 3.583 42.612 0.000
H 10.848 3.462 33.326 0.000
H 5.744 6.773 33.028 0.000
H 12.195 7.250 37.492 0.000
H 7.373 3.673 27.985 0.000
```

Output
Energy above the lowest of the compared OMol25 structures with the same formula, charge and spin ... 0.0 kcal per mole
HOMO-LUMO gap (spin up / spin down) ... 0.179 / 0.049 hartree
F_max ... 0.097 hartree/bohr
2S+1 ... 2
E_HOMO (spin up / spin down) ... -10.86 / -10.86 eV
Total charge ... +1



no.,electronic energy (eV)
1,-17637.34864
2,-62587.57372
3,-18932.35654
4,-141310.58929